(a)
The following is a quantum chemistry calculation of a single C7H9N3O molecule, from the OMol25 dataset.

XYZ file:
```
20
C7H9N3O (ωB97M-V/def2-TZVPD)
C 1.823 0.361 1.162
C 1.457 1.535 0.615
C -2.513 0.694 -0.028
C 1.038 -0.958 -0.696
C 0.594 0.344 -1.381
C 0.825 -0.710 0.850
C 0.173 1.191 -0.144
N -1.906 -1.531 0.735
N -1.548 -0.295 0.439
N -0.313 0.127 0.728
O -3.557 0.373 -0.484
H 2.778 0.256 1.674
H 1.959 2.420 0.554
H -2.264 1.649 0.251
H 0.389 -1.761 -1.071
H 2.097 -1.117 -0.961
H 1.388 0.618 -2.090
H -0.245 0.032 -2.037
H 0.740 -1.651 1.470
H -2.914 -1.577 0.414
```

Values from the calculation:
**E_LUMO (alpha / beta)**: -0.88 / -0.08 eV
**HOMO energy (alpha / beta)**: -7.2 / -8.7 eV
**M**: 151.17 g mol⁻¹

Löwdin population analysis, charges in e, atoms 1 to 4:
1 C -0.042
2 C -0.005
3 C -0.249
4 C -0.140



(b)
The following is a quantum chemistry calculation of a single C7H9N3O molecule, from the OMol25 dataset.

XYZ file:
```
20
C7H9N3O (ωB97M-V/def2-TZVPD)
C 2.038 -2.226 -0.012
C 1.831 -1.021 0.861
O 0.902 0.032 0.402
C -0.144 -0.186 -0.494
C -1.031 -1.232 -0.019
N -1.589 -2.083 0.484
N -1.020 1.027 -0.506
C -1.279 1.686 0.706
C -1.911 2.823 0.285
N -2.157 2.808 -1.020
C -1.540 1.726 -1.508
H 1.342 -2.336 -0.713
H 3.106 -2.062 -0.515
H 2.102 -3.106 0.491
H 2.623 -0.381 1.100
H 1.347 -1.314 1.799
H 0.164 -0.529 -1.456
H -1.045 1.415 1.716
H -2.252 3.664 0.934
H -1.488 1.294 -2.535
```

Values from the calculation:
**E_LUMO**: 0.66 eV
**HOMO energy**: -9.0 eV
**SMILES string**: CCO[C@@H](C#N)n1ccnc1
**M**: 151.17 g mol⁻¹

Löwdin population analysis, charges in e, atoms 1 to 4:
1 C -0.043
2 C -0.170
3 O -0.095
4 C -0.293



Which is more stable than every other structure shown? (b) is more stable than every other one.